Record 1
{
  "formula": "C4H14N3",
  "method": "wB97M-V/def2-TZVPD",
  "elements": ["C", "C", "N", "C", "H", "H", "H", "H", "H", "H", "H", "H", "H", "H", "N", "C", "N", "H", "H", "H", "H"],
  "positions_angstrom": [[-0.545, 2.119, -0.009], [-1.534, 0.984, -0.171], [-0.893, -0.329, 0.145], [-1.782, -1.506, -0.055], [0.307, 2.000, -0.677], [-1.041, 3.059, -0.244], [-0.190, 2.184, 1.020], [-2.391, 1.086, 0.490], [-1.902, 0.909, -1.191], [-0.576, -0.323, 1.115], [-0.009, -0.450, -0.425], [-2.669, -1.393, 0.558], [-1.237, -2.407, 0.212], [-2.067, -1.550, -1.104], [2.354, -0.242, 1.040], [2.422, -0.906, -0.151], [1.589, -0.681, -1.092], [3.139, -0.364, 1.661], [2.016, 0.711, 1.003], [3.208, -1.657, -0.217], [1.802, -1.244, -1.908]],
  "atomic_forces_ev_per_a": [[-0.05, -0.02, 0.00], [0.05, -0.09, -0.04], [-0.10, -0.19, 0.15], [0.07, 0.10, -0.18], [-0.02, 0.01, -0.02], [0.05, 0.01, 0.00], [0.01, 0.04, 0.06], [-0.06, 0.04, 0.04], [0.01, 0.01, -0.08], [0.00, 0.06, 0.02], [0.12, 0.14, -0.16], [-0.05, -0.04, 0.07], [-0.03, -0.02, 0.04], [0.02, 0.01, 0.03], [0.19, 0.07, -0.04], [0.04, 0.06, 0.02], [-0.08, -0.09, 0.01], [-0.06, 0.00, 0.03], [-0.04, -0.13, 0.00], [0.02, 0.01, 0.04], [-0.08, 0.01, 0.00]],
  "nbo_charge": [-0.639, -0.214, -0.542, -0.417, 0.233, 0.256, 0.211, 0.218, 0.222, 0.417, 0.469, 0.229, 0.234, 0.230, -0.816, 0.323, -0.787, 0.410, 0.397, 0.184, 0.381],
  "homo_energy_ha": -0.50815,
  "charge": 1,
  "de_lowest_ev": 0.327,
  "orbital_gap_ev": 11.203
}

---

Record 2
{
  "formula": "C4H6O2",
  "method": "wB97M-V/def2-TZVPD",
  "elements": ["C", "C", "O", "C", "C", "O", "H", "H", "H", "H", "H", "H"],
  "positions_angstrom": [[0.370, -0.445, -1.525], [0.204, -0.725, -0.052], [0.993, -1.398, 0.575], [-0.878, 0.042, 0.704], [0.063, 1.054, 1.344], [0.548, 1.982, 0.746], [-0.259, 0.376, -1.875], [0.121, -1.353, -2.085], [1.420, -0.210, -1.713], [-1.631, 0.496, 0.054], [-1.343, -0.589, 1.465], [0.393, 0.771, 2.361]],
  "atomic_forces_ev_per_a": [[0.04, -0.02, -0.09], [0.29, -0.21, 0.04], [-0.40, -0.08, -0.33], [-0.04, 0.01, 0.03], [0.15, 0.34, -0.07], [-0.44, -0.20, 0.33], [0.10, -0.14, 0.09], [0.02, 0.08, 0.06], [-0.12, -0.07, -0.01], [0.27, 0.01, 0.11], [0.14, 0.07, -0.12], [-0.01, 0.21, -0.03]],
  "nbo_charge": [-0.724, 0.607, -0.538, -0.613, 0.451, -0.513, 0.225, 0.246, 0.251, 0.236, 0.242, 0.129],
  "homo_energy_ha": -0.36315,
  "charge": 0,
  "de_lowest_ev": 0.980,
  "orbital_gap_ev": 10.572,
  "smiles": "CC(=O)CC=O"
}

---

Record 3
{
  "formula": "C17H13BiCl3GeN5O2S3",
  "method": "wB97M-V/def2-TZVPD",
  "elements": ["Bi", "N", "C", "C", "C", "C", "C", "C", "S", "O", "O", "N", "C", "N", "C", "C", "C", "N", "H", "H", "H", "H", "H", "H", "H", "H", "H", "S", "C", "N", "C", "C", "C", "C", "C", "C", "S", "H", "H", "H", "H", "Cl", "Ge", "Cl", "Cl"],
  "positions_angstrom": [[2.994, 0.992, -0.894], [-5.044, -0.208, 2.263], [-3.759, 0.189, 2.073], [-3.457, 1.543, 1.841], [-2.159, 1.946, 1.634], [-1.140, 1.000, 1.656], [-1.412, -0.338, 1.910], [-2.710, -0.748, 2.111], [0.524, 1.474, 1.386], [1.396, 0.553, 2.060], [0.699, 2.873, 1.619], [0.889, 1.215, -0.270], [0.412, 2.129, -1.184], [-0.799, 2.657, -1.106], [-1.141, 3.521, -2.054], [-0.295, 3.873, -3.097], [0.957, 3.296, -3.089], [1.316, 2.435, -2.137], [-5.786, 0.465, 2.309], [-5.255, -1.160, 2.492], [-4.263, 2.266, 1.834], [-1.912, 2.984, 1.468], [-0.593, -1.038, 1.967], [-2.934, -1.789, 2.313], [-2.135, 3.945, -1.963], [-0.593, 4.569, -3.865], [1.699, 3.517, -3.846], [5.025, 0.098, 1.194], [3.841, -1.086, 1.105], [2.882, -1.014, 0.166], [2.008, -2.055, 0.224], [0.908, -2.277, -0.614], [0.187, -3.432, -0.445], [0.521, -4.362, 0.556], [1.581, -4.146, 1.414], [2.329, -2.989, 1.240], [3.715, -2.465, 2.132], [0.624, -1.545, -1.358], [-0.658, -3.620, -1.093], [-0.060, -5.269, 0.656], [1.835, -4.853, 2.191], [0.489, -0.470, -3.875], [2.526, -0.442, -3.135], [3.072, -2.536, -2.989], [3.680, 0.299, -4.799]],
  "atomic_forces_ev_per_a": [[-0.33, 1.07, -0.41], [0.00, -0.01, -0.05], [0.13, 0.04, 0.01], [-0.06, -0.08, 0.04], [0.04, 0.03, 0.00], [0.52, 0.05, -0.17], [-0.06, -0.04, -0.05], [-0.06, 0.05, 0.00], [-0.15, 0.13, -0.26], [0.23, -0.38, -0.17], [-0.22, 0.19, -0.03], [-0.26, -0.26, 0.48], [-0.10, 0.63, -0.45], [-0.01, -0.20, 0.22], [0.03, -0.05, 0.04], [0.04, -0.02, 0.02], [0.02, -0.03, -0.16], [-0.01, -0.21, 0.29], [-0.03, -0.01, 0.02], [-0.04, 0.00, 0.03], [0.03, 0.03, 0.00], [-0.05, 0.03, -0.04], [0.03, -0.14, -0.01], [0.03, 0.01, 0.02], [0.02, 0.01, -0.07], [0.01, 0.01, 0.01], [-0.01, 0.00, -0.01], [0.12, -0.61, 0.55], [0.47, 0.45, 0.00], [-0.35, -0.77, 0.40], [0.39, 0.28, 0.10], [-0.42, -0.09, -0.01], [0.01, 0.43, -0.18], [0.23, -0.14, 0.28], [-0.14, -0.16, -0.02], [0.33, 0.11, 0.29], [-0.30, -0.11, -0.28], [-0.04, -0.05, 0.02], [0.00, -0.04, 0.02], [-0.03, 0.02, 0.00], [-0.04, -0.04, -0.03], [0.14, 0.07, 0.22], [-0.16, -0.53, -0.92], [0.09, 0.21, -0.01], [-0.07, 0.10, 0.30]],
  "nbo_charge": [1.401, -0.772, 0.227, -0.285, -0.124, -0.366, -0.164, -0.277, 2.317, -0.972, -0.920, -0.996, 0.560, -0.468, 0.136, -0.319, 0.121, -0.580, 0.401, 0.399, 0.221, 0.247, 0.228, 0.216, 0.215, 0.249, 0.223, 0.214, -0.188, -0.582, 0.243, -0.206, -0.177, -0.131, -0.215, -0.206, 0.588, 0.247, 0.242, 0.240, 0.245, -0.384, 0.905, -0.387, -0.362],
  "homo_energy_ha": [-0.39436, -0.39432],
  "charge": 1,
  "de_lowest_ev": 0.049,
  "orbital_gap_ev": [7.175, 4.032],
  "multiplicity": 2
}

---

Record 4
{
  "formula": "C6H23O6",
  "method": "wB97M-V/def2-TZVPD",
  "elements": ["C", "O", "H", "H", "H", "C", "O", "H", "H", "H", "H", "C", "O", "H", "H", "H", "H", "C", "O", "H", "H", "H", "H", "C", "O", "H", "H", "H", "H", "C", "O", "H", "H", "H", "H"],
  "positions_angstrom": [[0.720, 0.530, -0.053], [0.636, 1.027, -1.311], [1.768, 0.416, 0.338], [0.226, 1.204, 0.690], [0.244, -0.485, 0.027], [-2.876, -0.426, -1.012], [-2.690, 0.599, -1.958], [-2.102, -1.185, -1.160], [-2.759, -0.011, -0.011], [-3.877, -0.880, -1.060], [-2.401, 0.226, -2.792], [0.662, 4.299, 0.729], [-0.048, 4.813, -0.379], [-0.040, 4.026, 1.533], [1.183, 3.388, 0.445], [1.341, 5.014, 1.212], [-0.367, 5.692, -0.161], [3.723, -1.984, 0.276], [3.427, -2.282, -1.089], [2.814, -2.139, 0.865], [4.500, -2.654, 0.670], [4.090, -0.968, 0.364], [3.307, -3.234, -1.135], [-2.910, 0.862, 2.913], [-2.062, 1.809, 2.282], [-3.816, 0.774, 2.317], [-2.413, -0.113, 2.958], [-3.194, 1.164, 3.927], [-1.431, 2.114, 2.938], [0.599, -3.405, -1.780], [1.438, -3.635, -2.904], [-0.451, -3.529, -2.066], [0.799, -4.126, -0.973], [0.747, -2.407, -1.376], [1.210, -4.496, -3.261]],
  "atomic_forces_ev_per_a": [[-0.05, 0.72, -1.15], [0.29, -0.24, 0.33], [0.09, -0.20, 0.09], [-0.18, -0.30, 0.36], [-0.03, -0.16, 0.50], [0.38, -0.16, -0.15], [-0.79, 0.37, 0.03], [-0.12, -0.15, 0.28], [0.16, 0.15, -0.08], [0.04, -0.05, -0.16], [0.30, -0.04, 0.10], [-0.51, -0.22, 0.96], [0.28, 0.23, -0.23], [-0.02, -0.15, -0.15], [0.00, 0.07, -0.32], [0.22, 0.09, -0.45], [-0.03, -0.03, 0.08], [-0.21, -0.68, -0.19], [0.55, 0.14, 0.37], [0.10, 0.37, 0.23], [0.04, 0.03, -0.03], [-0.26, 0.14, -0.14], [-0.15, 0.03, -0.29], [0.31, 0.01, -0.10], [-0.45, 0.12, 0.31], [0.02, -0.02, -0.04], [-0.14, -0.07, 0.04], [-0.03, 0.01, 0.00], [0.20, -0.04, -0.18], [-0.47, -0.35, 0.20], [0.23, 0.04, 0.09], [-0.03, 0.16, 0.08], [0.07, 0.03, -0.04], [0.18, 0.14, -0.31], [-0.01, 0.00, -0.03]],
  "nbo_charge": [-0.195, -0.966, 0.058, 0.080, 0.054, -0.240, -0.708, 0.170, 0.183, 0.124, 0.464, -0.249, -0.700, 0.139, 0.229, 0.130, 0.444, -0.246, -0.705, 0.167, 0.133, 0.191, 0.455, -0.249, -0.701, 0.178, 0.163, 0.147, 0.459, -0.260, -0.718, 0.151, 0.134, 0.237, 0.449],
  "homo_energy_ha": -0.06056,
  "charge": -1,
  "de_lowest_ev": 5.864,
  "orbital_gap_ev": 4.728
}

---

Record 5
{
  "formula": "C4H6MgO5Sn",
  "method": "wB97M-V/def2-TZVPD",
  "elements": ["C", "O", "O", "Sn", "O", "O", "C", "C", "O", "C", "Mg", "H", "H", "H", "H", "H", "H"],
  "positions_angstrom": [[3.318, -1.129, -0.202], [3.157, -0.106, 0.516], [2.771, -1.267, -1.275], [1.823, 0.896, -0.690], [5.271, 1.761, 3.493], [6.129, -0.254, 1.011], [6.190, -1.436, 1.488], [6.273, -1.383, 3.004], [5.273, -0.518, 3.492], [5.662, 0.705, 4.234], [4.674, 0.862, 1.899], [4.512, -1.745, 0.121], [6.046, -2.493, 1.197], [7.281, -1.044, 3.298], [6.106, -2.400, 3.394], [5.119, 0.626, 5.194], [6.752, 0.636, 4.413]],
  "atomic_forces_ev_per_a": [[5.95, -3.04, -0.73], [0.90, 1.35, 3.53], [-0.70, -0.04, 0.31], [-1.84, 1.20, -1.68], [-0.27, -0.24, -0.83], [-0.27, -4.08, -0.90], [-0.06, 3.95, 2.44], [0.04, -1.07, 0.57], [-0.17, -0.44, -0.80], [-0.02, 0.60, 0.76], [0.24, -0.20, 0.76], [-4.30, 1.09, -1.22], [0.56, 0.70, -1.79], [-0.15, -0.16, -0.12], [0.13, 0.32, 0.14], [0.20, 0.02, -0.31], [-0.25, 0.05, -0.13]],
  "nbo_charge": [0.694, -0.953, -0.617, 0.833, -1.001, -0.684, 0.470, -0.192, -0.641, 0.239, 1.804, 0.085, 0.213, 0.244, 0.209, 0.160, 0.136],
  "homo_energy_ha": [-0.39597, -0.47907],
  "charge": 1,
  "de_lowest_ev": 0.000,
  "orbital_gap_ev": [5.469, 7.720],
  "multiplicity": 2
}

---

Record 6
{
  "formula": "C37H42N5Se2Sn",
  "method": "wB97M-V/def2-TZVPD",
  "elements": ["Sn", "Se", "Se", "C", "C", "C", "C", "C", "N", "C", "C", "C", "C", "C", "N", "H", "H", "H", "H", "H", "H", "H", "H", "C", "C", "C", "C", "C", "C", "C", "C", "C", "C", "N", "C", "C", "C", "C", "C", "N", "H", "H", "H", "H", "H", "H", "H", "H", "H", "H", "H", "H", "H", "H", "H", "H", "H", "C", "C", "C", "C", "C", "C", "C", "C", "C", "C", "C", "C", "N", "H", "H", "H", "H", "H", "H", "H", "H", "H", "H", "H", "H", "H", "H", "H", "H", "H"],
  "positions_angstrom": [[-0.955, -1.030, 0.032], [1.125, -3.337, 2.958], [-0.504, -3.792, 1.374], [0.624, -3.507, -0.167], [1.298, -4.571, -0.610], [2.226, -4.453, -1.750], [2.132, -3.146, -3.512], [1.058, -2.101, -3.238], [0.697, -2.199, -0.629], [0.802, -1.511, 3.458], [1.265, -1.187, 4.722], [1.125, 0.126, 5.146], [0.532, 1.048, 4.315], [0.113, 0.630, 3.053], [0.249, -0.634, 2.621], [1.134, -5.532, -0.142], [3.070, -5.131, -1.639], [2.743, -2.997, -4.398], [1.178, -1.167, -3.787], [1.705, -1.941, 5.359], [1.456, 0.417, 6.134], [0.381, 2.073, 4.620], [-1.278, 1.105, 1.703], [3.125, 0.006, -2.591], [2.217, -0.543, -1.496], [1.614, -1.926, -1.726], [2.673, -3.016, -2.063], [1.636, -4.577, -3.234], [0.177, -4.813, -3.322], [-0.780, -3.870, -3.245], [-2.251, -4.188, -3.254], [-2.904, -3.931, -4.612], [-0.367, -2.482, -3.238], [-1.213, -1.514, -3.046], [-1.107, -0.276, -3.535], [-1.178, 0.878, -2.802], [-1.325, 2.209, -3.280], [-1.383, 3.015, -2.176], [-1.245, 2.158, -1.056], [-1.120, 0.887, -1.408], [3.708, 0.842, -2.207], [2.562, 0.380, -3.448], [3.833, -0.743, -2.950], [1.395, 0.161, -1.327], [2.768, -0.608, -0.552], [3.703, -2.760, -1.825], [2.183, -5.335, -3.789], [-0.146, -5.850, -3.365], [-2.749, -3.581, -2.493], [-2.384, -5.232, -2.968], [-2.847, -2.877, -4.885], [-3.957, -4.213, -4.593], [-2.412, -4.512, -5.394], [-0.997, -0.183, -4.614], [-1.410, 2.500, -4.316], [-1.503, 4.085, -2.143], [-1.218, 2.462, -0.022], [2.750, 2.582, 2.505], [1.812, 3.439, 1.650], [1.704, 2.861, 0.240], [0.459, 3.781, 2.273], [0.267, 5.111, 2.638], [-0.943, 5.567, 3.129], [-2.003, 4.689, 3.255], [-1.863, 3.343, 2.934], [-3.090, 2.452, 3.088], [-3.706, 2.061, 1.739], [-2.913, 1.223, 3.988], [-0.620, 2.898, 2.461], [-0.467, 1.508, 2.149], [3.773, 2.702, 2.144], [2.507, 1.521, 2.441], [2.729, 2.876, 3.554], [2.304, 4.408, 1.544], [1.199, 1.896, 0.251], [2.705, 2.714, -0.174], [1.159, 3.530, -0.428], [1.086, 5.809, 2.511], [-1.063, 6.608, 3.400], [-2.958, 5.046, 3.623], [-3.829, 3.086, 3.582], [-3.119, 1.302, 1.210], [-3.809, 2.924, 1.081], [-4.697, 1.630, 1.890], [-2.489, 0.369, 3.456], [-3.886, 0.908, 4.367], [-2.277, 1.438, 4.847]],
  "atomic_forces_ev_per_a": [[-0.08, -0.09, 0.07], [-0.04, 0.02, 0.00], [0.09, 0.01, 0.05], [0.05, 0.06, 0.08], [-0.07, -0.07, -0.01], [0.01, -0.01, -0.08], [0.00, 0.01, -0.05], [0.00, -0.02, 0.06], [-0.15, 0.09, -0.14], [-0.01, -0.05, -0.04], [0.00, -0.03, -0.02], [0.03, 0.02, 0.06], [0.02, 0.02, -0.03], [0.04, -0.07, 0.03], [-0.01, 0.03, 0.01], [0.03, 0.01, 0.02], [0.01, 0.01, 0.00], [0.00, 0.00, 0.00], [0.02, -0.01, -0.02], [-0.03, -0.01, 0.00], [0.00, 0.00, 0.00], [0.01, 0.01, -0.01], [-0.03, 0.02, 0.06], [0.01, -0.02, 0.00], [0.02, 0.02, 0.05], [0.01, 0.00, -0.11], [0.03, 0.02, 0.02], [0.05, 0.01, 0.05], [-0.08, 0.04, 0.05], [0.05, -0.08, 0.03], [0.00, 0.01, 0.00], [0.00, 0.01, 0.00], [0.07, 0.38, 0.26], [-0.25, -0.46, -0.46], [0.19, 0.31, 0.27], [0.06, -0.23, -0.08], [-0.01, 0.08, 0.00], [-0.01, 0.03, -0.08], [-0.02, -0.14, 0.02], [0.15, 0.04, 0.06], [-0.01, 0.01, 0.00], [0.00, -0.01, -0.01], [0.01, 0.01, 0.01], [0.02, 0.02, -0.01], [-0.01, -0.01, 0.00], [-0.01, 0.00, 0.04], [-0.03, -0.01, -0.03], [0.01, 0.00, 0.00], [-0.01, -0.01, 0.01], [0.01, 0.00, -0.01], [0.01, 0.00, 0.00], [0.00, 0.01, 0.00], [-0.01, -0.01, 0.00], [-0.13, 0.01, -0.02], [0.01, -0.01, -0.01], [-0.01, 0.00, 0.01], [0.03, 0.05, 0.03], [-0.04, -0.01, 0.02], [0.01, 0.01, -0.01], [0.00, 0.00, -0.02], [-0.02, -0.03, -0.02], [-0.02, 0.00, -0.01], [0.01, 0.01, 0.00], [-0.02, -0.01, 0.02], [0.00, 0.01, 0.01], [-0.02, -0.02, -0.01], [-0.01, 0.02, 0.01], [-0.02, 0.00, 0.01], [0.01, 0.01, 0.01], [0.12, 0.06, -0.15], [-0.01, -0.01, -0.01], [-0.03, -0.03, 0.01], [0.01, 0.01, 0.00], [0.00, 0.00, 0.02], [0.02, -0.03, 0.00], [0.00, 0.01, -0.01], [0.00, 0.00, 0.00], [0.00, 0.00, 0.01], [0.00, 0.00, 0.00], [0.00, 0.00, 0.00], [0.02, 0.02, 0.00], [-0.01, 0.00, -0.02], [0.00, 0.00, 0.00], [0.01, -0.02, 0.00], [0.01, 0.00, 0.02], [-0.01, -0.02, -0.02], [-0.02, 0.01, 0.01]],
  "mulliken_charge": [0.954, 0.034, -0.114, 0.250, -1.387, -0.618, -0.732, -0.536, 0.031, -0.251, -0.688, -1.017, -0.518, 0.343, 0.326, 0.592, 0.600, 0.428, 1.129, 0.418, 0.471, 0.687, -0.766, -1.520, -0.353, 1.398, -0.520, -0.347, -1.226, 1.032, -0.976, -1.141, -0.072, -0.244, -0.433, 0.529, -1.208, -1.475, -0.812, 0.443, 0.456, 0.379, 0.334, -0.658, 0.525, 0.522, 0.581, 0.498, 0.145, 0.548, 0.282, 0.404, 0.306, 0.455, 0.497, 0.546, 1.384, -1.645, 0.686, -0.951, 0.395, -1.280, -1.285, -1.187, 0.819, 0.582, -1.308, -1.409, -0.707, 1.670, 0.547, 0.227, 0.343, 0.727, 0.023, 0.555, 0.302, 0.492, 0.411, 0.461, 0.776, 0.065, 0.311, 0.504, 0.148, 0.529, 0.283],
  "homo_energy_ha": -0.38366,
  "charge": 1,
  "de_lowest_ev": 0.000,
  "orbital_gap_ev": 6.868
}